Record 1
14
Properties=species:S:1:pos:R:3:forces:R:3 method="wB97M-V/def2-TZVPD" e_lumo_ha="0.02856 / 0.02450" max_force_ev_per_a=1.23 total_charge=0 total_energy_ev=-8368.941
C 0.540630 -1.974419 0.678557 0.117 -0.403 -0.108
C 1.387958 0.535453 -0.438437 -0.022 0.016 0.095
C -0.005963 0.188566 -0.063246 0.173 0.991 -0.703
O -0.273391 -0.928474 0.523186 -0.639 -0.483 0.731
C -1.144159 1.174795 -0.083141 0.379 0.131 -0.032
O -2.396047 0.594362 -0.373576 -0.116 -0.265 0.154
H 0.091068 -2.768835 1.255258 -0.052 0.054 -0.132
H 2.074347 -0.159227 0.066747 -0.089 0.234 -0.046
H 1.187929 -2.197630 -0.154920 0.241 0.010 0.092
H 1.597541 0.485155 -1.515189 -0.048 -0.057 0.132
H 1.599646 1.561781 -0.104770 0.025 -0.146 -0.170
H -1.192446 1.740419 0.864583 0.014 -0.105 -0.003
H -0.955568 1.909516 -0.872435 0.041 -0.100 0.109
H -2.511545 -0.161461 0.217383 -0.024 0.121 -0.120


Record 2
14
Properties=species:S:1:pos:R:3:forces:R:3 method="wB97M-V/def2-TZVPD" e_lumo_ha=0.03694 max_force_ev_per_a=0.52 total_charge=0 smiles=O[C@H]1CCOC1 total_energy_ev=-8371.965
O -0.492379 0.735588 -1.704646 0.075 0.037 -0.172
C -0.816990 -0.170948 -0.666354 -0.131 -0.177 0.201
C 0.401058 -1.038650 -0.343543 0.027 -0.027 -0.026
C 1.233512 -0.066791 0.526695 0.181 -0.126 0.072
O 0.449977 1.133003 0.668924 0.003 0.000 0.233
C -0.910272 0.694236 0.586878 -0.158 0.004 0.007
H 0.124057 1.341344 -1.253449 -0.135 0.024 -0.506
H -1.707641 -0.732159 -0.959263 0.086 0.133 0.148
H 0.895694 -1.331264 -1.273360 0.010 0.051 0.196
H 0.131281 -1.943690 0.211644 -0.016 0.170 -0.083
H 2.191997 0.197022 0.071134 -0.181 0.078 0.123
H 1.417902 -0.475355 1.526898 0.034 -0.027 -0.123
H -1.185739 0.185276 1.520391 -0.084 -0.160 -0.241
H -1.578508 1.542134 0.412442 0.291 0.022 0.170


Record 3
14
Properties=species:S:1:pos:R:3:forces:R:3 method="wB97M-V/def2-TZVPD" e_lumo_ha=0.01964 max_force_ev_per_a=0.61 total_charge=0 smiles="O=CCCC=O.[H][H]" total_energy_ev=-8370.238
O 1.530843 -0.514615 -0.734309 -0.420 -0.102 -0.429
C 0.346867 -0.342050 -0.910182 0.317 -0.160 -0.027
C -0.428687 0.770131 -0.288715 0.105 -0.139 0.148
C -0.670024 0.086154 1.099110 -0.147 0.086 0.301
C -0.170774 -1.351056 1.366900 -0.395 -0.130 0.327
O -0.923141 -2.168997 1.837911 0.348 0.178 -0.218
H -0.305639 -1.125255 -1.351324 0.266 -0.044 -0.195
H -1.355423 1.007637 -0.827003 0.165 -0.335 0.236
H 0.145630 1.694198 -0.182253 0.026 -0.337 0.014
H -1.725828 0.052713 1.367747 0.117 0.210 0.049
H -0.102084 0.681157 1.818138 -0.207 0.015 0.201
H 0.903141 -1.593241 1.200371 -0.401 0.177 0.099
H 1.139409 1.633899 -2.361385 0.131 0.219 -0.215
H 1.615711 1.169327 -2.035006 0.096 0.363 -0.292


Record 4
14
Properties=species:S:1:pos:R:3:forces:R:3 method="wB97M-V/def2-TZVPD" e_lumo_ha=0.03149 max_force_ev_per_a=1.74 total_charge=0 smiles=C[C@@]1(CO)CO1 total_energy_ev=-8369.710
C 1.535026 -0.561426 0.201168 -0.133 -0.127 -0.090
C 0.177470 0.129628 0.290905 -1.017 -1.287 -0.570
C -0.620555 0.454833 -1.003322 0.481 0.012 -0.492
O -1.148775 1.734348 -1.135557 0.405 0.565 -0.041
C -0.910484 -0.498508 1.063772 -0.064 -0.693 0.711
O -0.126082 0.511827 1.631107 -0.077 0.683 0.014
H 2.286685 -0.130313 0.876450 -0.430 0.147 -0.141
H 1.957026 -0.549729 -0.809032 -0.184 0.022 0.099
H 1.417938 -1.606685 0.503665 0.142 0.002 -0.070
H -1.493519 -0.210815 -1.128882 0.520 0.235 0.169
H 0.083775 0.129718 -1.773177 0.058 0.493 -0.600
H -0.448041 2.313006 -0.823807 -0.145 0.492 -0.065
H -0.772365 -1.558515 1.209173 0.105 -0.205 1.170
H -1.938099 -0.157369 0.897537 0.338 -0.339 -0.095